Density functional theory data (ωB97M-V with the def2-TZVPD basis set) for a structure of composition C49H53IN2P2SSbSi2Sn.

Geometry (Å):
Sn -0.63 0.71 -0.15
C -2.43 1.35 3.24
Si -0.63 0.94 3.55
C 0.13 2.27 4.63
C -0.51 -0.69 4.42
N 0.08 0.86 1.96
P 1.61 0.56 1.49
C 1.29 -0.22 -0.02
P 1.67 0.16 -1.65
N 0.19 0.61 -2.18
Si -0.48 0.69 -3.80
C -0.91 -1.02 -4.38
C -2.04 1.70 -3.67
C 0.68 1.51 -5.01
C 2.22 -1.31 -2.57
C 1.80 -2.56 -2.11
C 2.05 -3.70 -2.86
C 2.71 -3.61 -4.08
C 3.12 -2.37 -4.55
C 2.88 -1.22 -3.80
C 2.94 1.40 -1.94
C 4.29 1.06 -2.02
C 5.26 2.04 -2.20
C 4.89 3.37 -2.28
C 3.55 3.73 -2.17
C 2.58 2.75 -2.01
C 2.47 -0.52 2.66
C 3.13 -0.01 3.79
C 3.66 -0.88 4.73
C 3.55 -2.25 4.56
C 2.90 -2.76 3.44
C 2.37 -1.90 2.49
C 2.59 2.08 1.46
C 1.95 3.31 1.62
C 2.68 4.49 1.57
C 4.05 4.45 1.37
C 4.69 3.22 1.20
C 3.97 2.04 1.25
H -2.92 1.74 4.14
H -2.98 0.47 2.91
H -2.51 2.10 2.46
H -0.60 2.58 5.39
H 0.43 3.15 4.05
H 1.01 1.90 5.15
H -1.25 -0.76 5.23
H 0.48 -0.84 4.86
H -0.70 -1.50 3.71
H -1.45 -1.55 -3.59
H -0.01 -1.60 -4.62
H -1.54 -1.00 -5.27
H -2.68 1.34 -2.85
H -2.63 1.64 -4.59
H -1.81 2.76 -3.48
H 1.26 0.77 -5.57
H 1.38 2.18 -4.51
H 0.11 2.10 -5.74
H 1.28 -2.63 -1.16
H 1.72 -4.67 -2.50
H 2.90 -4.50 -4.66
H 3.64 -2.29 -5.50
H 3.19 -0.26 -4.18
H 4.59 0.02 -1.95
H 6.30 1.76 -2.28
H 5.64 4.14 -2.43
H 3.26 4.77 -2.22
H 1.53 3.03 -1.95
H 3.22 1.06 3.92
H 4.17 -0.48 5.60
H 3.97 -2.93 5.30
H 2.82 -3.83 3.30
H 1.86 -2.29 1.61
H 0.88 3.33 1.76
H 2.18 5.44 1.70
H 4.63 5.36 1.34
H 5.76 3.19 1.04
H 4.47 1.09 1.13
I -2.83 -0.79 -0.17
S -0.95 3.13 -0.56
Sb -2.86 4.36 0.00
C -2.15 5.61 1.50
C -1.87 6.94 1.21
C -1.24 7.72 2.17
C -0.89 7.17 3.40
C -1.17 5.83 3.68
C -1.80 5.04 2.73
C -4.57 3.36 0.60
C -5.11 2.38 -0.22
C -6.26 1.72 0.19
C -6.85 2.04 1.40
C -6.32 3.03 2.21
C -5.17 3.70 1.82
C -3.24 5.40 -1.76
C -2.17 6.05 -2.38
C -2.38 6.63 -3.63
C -3.63 6.54 -4.24
C -4.68 5.88 -3.61
C -4.49 5.31 -2.36
H -2.15 7.38 0.26
H -1.02 8.76 1.96
H -0.39 7.78 4.14
H -0.90 5.40 4.63
H -2.01 4.00 2.95
H -4.64 2.12 -1.17
H -6.68 0.94 -0.44
H -7.75 1.51 1.71
H -6.79 3.28 3.15
H -4.75 4.48 2.45
H -1.19 6.09 -1.92
H -1.57 7.14 -4.12
H -3.78 6.99 -5.21
H -5.65 5.82 -4.09
H -5.31 4.80 -1.87

The LUMO energy is -2.766 eV. Its total charge is +1. The spin multiplicity is 1. For the relative energy (zero: lowest compared OMol25 entry of this formula, charge and spin), the calculation gives 0.000 eV. The calculation puts the calculated total energy at -4420.6279 a.u.

Results of the Mulliken charge analysis, in e, for atoms 1 through 8: 0.699, -0.597, -0.172, -0.687, -1.048, 0.539, 1.776, -1.450